Computed, not measured: a cluster of 9 separate species, C61H76N9O7P in total at a distorted geometry, with ωB97M-V/def2-TZVPD.

Net charge: 0
Frontier orbital gap (eV): 7.94
SMILES: CCCCNC1=C(P(=O)(O)O)C(=O)C(COCCC)=C(OC[C@H](C)CC(C)C)C1=O.c1ccncc1.c1ccncc1.c1ccncc1.c1ccncc1.c1ccncc1.c1ccncc1.c1ccncc1.c1ccncc1

Atoms and positions in Å:
C (5.54345, 3.72058, 0.62049)
C (4.12965, 3.74290, 1.21061)
C (3.12760, 2.85382, 0.44039)
C (1.89862, 3.64701, 0.01189)
N (1.12840, 3.00123, -1.08382)
C (-0.05420, 2.37362, -0.70658)
C (-1.22967, 3.00648, -0.52262)
P (-1.44938, 4.78203, -0.82408)
O (-2.78042, 5.27233, -0.44266)
O (-0.31759, 5.63758, -0.11424)
O (-1.16718, 4.97552, -2.37865)
C (-2.38871, 2.20737, -0.04368)
O (-3.38024, 2.73679, 0.40092)
C (-2.32437, 0.71837, -0.06256)
C (-3.62906, -0.00270, 0.13276)
O (-4.54561, 0.42243, -0.84176)
C (-5.88892, 0.63752, -0.42408)
C (-6.32108, 2.10432, -0.51943)
C (-6.58396, 2.77680, 0.83014)
C (-1.15618, 0.09032, -0.23732)
O (-1.02190, -1.25461, -0.21113)
C (-0.89172, -1.78254, 1.12929)
C (-0.61349, -3.26744, 1.08028)
C (-0.72606, -3.82665, 2.51607)
C (0.67747, -3.67153, 0.36338)
C (2.00325, -3.43232, 1.11167)
C (2.61443, -2.05004, 0.81333)
C (3.00863, -4.50376, 0.67846)
C (0.06248, 0.88288, -0.49696)
O (1.15392, 0.36326, -0.57190)
H (5.49048, 3.81979, -0.46304)
H (6.10600, 4.56975, 1.00835)
H (6.04696, 2.79764, 0.90638)
H (3.77281, 4.77680, 1.17086)
H (4.14638, 3.47892, 2.26904)
H (3.61789, 2.39839, -0.42180)
H (2.81062, 2.05707, 1.11423)
H (2.16039, 4.66068, -0.29309)
H (1.23537, 3.73509, 0.87655)
H (1.72422, 2.32381, -1.54349)
H (-0.05631, 5.24859, 0.73499)
H (-1.57594, 4.22920, -2.84878)
H (-3.98066, 0.17936, 1.15393)
H (-3.43110, -1.07513, 0.03515)
H (-6.52518, 0.03692, -1.07904)
H (-6.05227, 0.26047, 0.59009)
H (-5.55255, 2.65863, -1.05809)
H (-7.24121, 2.15656, -1.10461)
H (-5.68326, 3.22015, 1.25339)
H (-6.95975, 2.05204, 1.55625)
H (-7.31616, 3.57977, 0.73819)
H (-1.86010, -1.63414, 1.62110)
H (-0.14357, -1.21026, 1.68553)
H (-1.43947, -3.70076, 0.50838)
H (-1.62205, -4.42608, 2.64898)
H (0.15809, -4.37857, 2.82414)
H (-0.83261, -3.00523, 3.22943)
H (0.61617, -4.74344, 0.16063)
H (0.75310, -3.18196, -0.60948)
H (1.89029, -3.51483, 2.19437)
H (2.17189, -1.28330, 1.44971)
H (2.41197, -1.77883, -0.22222)
H (3.69551, -2.06254, 0.95040)
H (2.67863, -5.50923, 0.94611)
H (3.18616, -4.45699, -0.39876)
H (3.97387, -4.34399, 1.16534)
C (3.01770, -8.08100, -3.07631)
C (2.76224, -6.85803, -3.67593)
C (1.73509, -6.07551, -3.17033)
N (0.97405, -6.43504, -2.13855)
C (1.23083, -7.61145, -1.57286)
C (2.23585, -8.46760, -2.00023)
H (3.80994, -8.71828, -3.44732)
H (3.34914, -6.51913, -4.51930)
H (1.50665, -5.11083, -3.61106)
H (0.59743, -7.87965, -0.73367)
H (2.39861, -9.41252, -1.50002)
C (-3.34263, -5.60851, 7.41838)
C (-2.03160, -5.16589, 7.35061)
C (-1.63136, -4.46127, 6.22508)
N (-2.43591, -4.18725, 5.20117)
C (-3.69197, -4.62059, 5.28066)
C (-4.19387, -5.33045, 6.36116)
H (-3.69477, -6.16109, 8.27983)
H (-1.33168, -5.36097, 8.15139)
H (-0.61333, -4.09645, 6.13531)
H (-4.32659, -4.38676, 4.43217)
H (-5.22490, -5.65618, 6.37061)
C (8.65937, 4.49012, -3.76056)
C (9.61360, 4.27522, -2.78001)
C (9.46222, 3.17973, -1.94313)
N (8.44569, 2.32348, -2.02378)
C (7.53572, 2.54474, -2.97010)
C (7.59630, 3.60627, -3.86026)
H (8.74086, 5.33300, -4.43477)
H (10.45735, 4.94043, -2.66045)
H (10.18687, 2.97730, -1.16178)
H (6.71780, 1.83347, -3.01409)
H (6.82821, 3.73541, -4.61048)
C (-1.80389, 3.57721, 5.51056)
C (-0.50642, 4.04048, 5.35353)
C (-0.07224, 4.36379, 4.07881)
N (-0.83670, 4.25188, 2.99211)
C (-2.08624, 3.81187, 3.15675)
C (-2.61139, 3.46073, 4.39225)
H (-2.17855, 3.31409, 6.49150)
H (0.15690, 4.14784, 6.20073)
H (0.93660, 4.72779, 3.91502)
H (-2.67498, 3.74398, 2.25131)
H (-3.63080, 3.10879, 4.46856)
C (-5.99286, 3.72656, -5.03462)
C (-5.09428, 2.67471, -5.12650)
C (-4.04536, 2.62602, -4.22233)
N (-3.85673, 3.53915, -3.27126)
C (-4.72369, 4.54484, -3.19087)
C (-5.80633, 4.68065, -4.04745)
H (-6.82611, 3.79990, -5.72184)
H (-5.20265, 1.90743, -5.88062)
H (-3.32385, 1.81682, -4.25514)
H (-4.53185, 5.26264, -2.39951)
H (-6.48443, 5.51568, -3.93895)
C (-11.65584, 2.88809, 2.29846)
C (-11.29878, 3.55631, 1.13874)
C (-10.45968, 2.91469, 0.23992)
N (-9.97436, 1.69055, 0.42942)
C (-10.32379, 1.06242, 1.54902)
C (-11.15876, 1.61229, 2.51023)
H (-12.30909, 3.35377, 3.02507)
H (-11.66036, 4.55420, 0.93223)
H (-10.15751, 3.40484, -0.67945)
H (-9.91082, 0.06797, 1.68078)
H (-11.40998, 1.05320, 3.40112)
C (8.64648, 4.85333, 4.03528)
C (8.30728, 3.96727, 3.02676)
C (9.08760, 3.93624, 1.88218)
N (10.15007, 4.71506, 1.69147)
C (10.46604, 5.56141, 2.66991)
C (9.75288, 5.66871, 3.85494)
H (8.06019, 4.90953, 4.94345)
H (7.45233, 3.31163, 3.11919)
H (8.84823, 3.25405, 1.07265)
H (11.33488, 6.18550, 2.49150)
H (10.05791, 6.37588, 4.61401)
C (1.64905, -9.99384, -8.46164)
C (1.22744, -9.15068, -7.44670)
C (2.18310, -8.61708, -6.59473)
N (3.48582, -8.87109, -6.69480)
C (3.87574, -9.68436, -7.67406)
C (3.00256, -10.26737, -8.57992)
H (0.93595, -10.43080, -9.14877)
H (0.18179, -8.90944, -7.31430)
H (1.89547, -7.95045, -5.79232)
H (4.94146, -9.87621, -7.73306)
H (3.37680, -10.91918, -9.35728)